Entry 1:
A structure of composition C40H30Cl3N2O2P2TeV in a non-equilibrium geometry. Source: the OMol25 dataset; level of theory: ωB97M-V/def2-TZVPD.

Last column: Löwdin charge in e.
Atoms and positions in Å:
Te1 2.487 0.531 1.217  1.270
V1 -0.401 -1.265 -1.068  0.218
Cl1 -3.729 -2.684 -2.583  0.612
Cl2 -2.164 -5.026 -3.283  0.641
Cl3 -1.356 -3.339 -1.029  0.690
P1 0.038 1.042 -0.645  0.764
P2 -0.502 -0.680 1.219  0.748
O1 -0.739 -1.408 -3.050  -0.187
O2 -1.268 -2.688 -4.829  0.058
N1 3.907 4.770 3.274  0.038
N2 2.233 -6.998 -5.762  0.123
C1 0.362 0.934 1.169  -0.832
C2 0.580 -1.037 3.843  -0.121
C3 -4.608 -0.140 1.226  -0.084
C4 1.483 2.468 -2.568  -0.089
C5 -1.266 -2.414 -3.658  -0.771
C6 -0.132 -1.578 2.778  -0.354
C7 0.795 -1.783 4.996  -0.085
C8 -2.191 2.664 0.078  -0.092
C9 1.019 2.467 -1.256  -0.371
C10 2.003 4.642 -0.924  -0.081
C11 -3.471 3.167 -0.106  -0.086
C12 2.097 -2.764 -3.437  -0.043
C13 -0.629 -2.877 2.892  -0.099
C14 2.191 -3.768 -4.379  -0.031
C15 4.244 2.960 1.730  -0.149
C16 2.295 2.996 3.086  -0.138
C17 -3.326 -0.590 0.925  -0.099
C18 1.838 -3.040 -2.086  -0.316
C19 -4.218 2.792 -1.218  -0.099
C20 2.044 -5.104 -4.004  -0.254
C21 1.803 -5.406 -2.664  -0.049
C22 2.758 4.186 3.626  -0.165
C23 -3.683 1.908 -2.143  -0.086
C24 -2.088 -3.378 -2.700  -1.398
C25 3.051 2.358 2.115  -0.568
C26 -4.805 0.715 2.298  -0.101
C27 -1.648 1.773 -0.844  -0.341
C28 -3.719 1.115 3.072  -0.089
C29 -0.419 -3.622 4.042  -0.092
C30 2.460 4.640 -2.238  -0.099
C31 2.198 3.553 -3.060  -0.092
C32 4.626 4.148 2.336  -0.170
C33 -2.402 1.398 -1.954  -0.095
C34 1.281 3.562 -0.437  -0.107
C35 0.303 -3.076 5.097  -0.101
C36 1.707 -4.392 -1.731  -0.076
C37 2.145 -6.156 -4.981  -0.202
C38 -2.444 0.672 2.761  -0.097
C39 1.652 -1.957 -1.100  -0.252
C40 -2.232 -0.184 1.680  -0.339
H1 -5.798 1.083 2.526  0.096
H2 -1.588 1.006 3.338  0.101
H3 -0.817 -4.627 4.117  0.098
H4 2.197 -1.732 -3.748  0.118
H5 1.692 -6.440 -2.364  0.113
H6 5.551 4.635 2.044  0.096
H7 -1.190 -3.304 2.067  0.086
H8 -5.446 -0.454 0.616  0.102
H9 3.022 5.486 -2.617  0.095
H10 4.858 2.524 0.950  0.088
H11 2.220 5.482 -0.274  0.102
H12 -3.185 -1.252 0.077  0.058
H13 -1.613 2.927 0.958  0.101
H14 -3.870 1.780 3.915  0.098
H15 1.340 2.587 3.401  0.084
H16 1.523 -4.641 -0.692  0.108
H17 2.372 -3.527 -5.419  0.118
H18 1.925 -2.288 -0.096  0.034
H19 -1.984 0.707 -2.680  0.088
H20 -4.262 1.611 -3.009  0.100
H21 0.964 -0.029 3.769  0.059
H22 2.176 4.702 4.383  0.097
H23 1.286 1.609 -3.201  0.104
H24 2.239 -1.078 -1.369  0.016
H25 1.354 -1.350 5.818  0.100
H26 -5.217 3.189 -1.361  0.096
H27 0.933 3.550 0.590  0.089
H28 2.559 3.549 -4.082  0.097
H29 -3.892 3.850 0.625  0.101
H30 0.486 -3.659 5.991  0.095

Summary:
HOMO (alpha / beta) = -4.637 / -4.173 eV
Molar mass = 917.5 u
Net charge = -1
Multiplicity = 2
ΔE to the lowest compared entry with this formula, charge and spin = 95.8 kJ/mol
Frontier orbital gap (alpha / beta) = 6.9 / 6.4 eV
Expectation value of S² = 0.76


Entry 2:
An isolated molecule of C3H7FN2O2 in a non-equilibrium geometry. Source: the OMol25 dataset; level of theory: ωB97M-V/def2-TZVPD.

Last column: Löwdin charge in e.
Atoms and positions in Å:
F1 -0.325 -1.654 -0.423  -0.028
O1 0.148 1.732 -0.463  0.071
O2 -2.386 -0.370 0.517  -0.029
N1 -1.787 0.721 -0.084  0.010
N2 2.556 0.322 0.618  0.004
C1 -0.410 0.699 -0.126  -0.400
C2 1.804 -0.567 -0.260  -0.226
C3 0.318 -0.585 0.230  -0.206
H1 2.133 -1.622 -0.218  0.118
H2 3.501 0.245 0.269  0.069
H3 0.218 -0.800 1.270  0.147
H4 -2.576 -0.978 -0.199  0.101
H5 -2.146 1.628 0.297  0.177
H6 1.914 -0.313 -1.353  0.130
H7 2.125 1.242 0.511  0.062

Summary:
HOMO = -9.609 eV
Molar mass = 122.1 u
SMILES = NC[C@H](F)C(=O)NO
Multiplicity = 1
ΔE to the lowest compared entry with this formula, charge and spin = 238.8 kJ/mol
Frontier orbital gap = 10.4 eV


Entry 3:
An isolated molecule of C5H8O. Source: the OMol25 dataset; level of theory: ωB97M-V/def2-TZVPD.

Last column: Löwdin charge in e.
Atoms and positions in Å:
O1 -1.385 -0.270 -1.864  0.110
C1 -0.450 0.384 0.367  -0.288
C2 0.152 -1.616 -0.387  -0.077
C3 0.589 -0.694 0.787  -0.135
C4 0.058 1.764 -0.019  -0.063
C5 -0.757 -0.480 -0.863  -0.383
H1 -1.298 0.467 1.058  0.146
H2 -0.712 2.280 -0.601  0.082
H3 0.320 2.376 0.854  0.080
H4 1.617 -0.328 0.710  0.107
H5 0.922 -1.951 -1.093  0.115
H6 0.445 -1.119 1.782  0.102
H7 -0.441 -2.481 -0.070  0.117
H8 0.939 1.670 -0.662  0.085

Summary:
HOMO = -9.421 eV
Molar mass = 84.1 u
SMILES = C[C@@H]1CCC1=O
Multiplicity = 1
ΔE to the lowest compared entry with this formula, charge and spin = 77.6 kJ/mol
Frontier orbital gap = 10.4 eV